{"formula": "C63H164NO29Zn", "method": "ωB97M-V/def2-TZVPD", "symbols": ["Zn", "C", "C", "C", "C", "C", "C", "N", "O", "C", "C", "C", "H", "H", "H", "H", "H", "H", "H", "H", "H", "H", "H", "H", "H", "H", "H", "H", "H", "H", "C", "C", "C", "O", "C", "C", "C", "O", "O", "O", "H", "H", "C", "C", "O", "H", "H", "H", "H", "H", "H", "C", "C", "O", "H", "H", "H", "H", "H", "H", "C", "C", "O", "H", "H", "H", "H", "H", "H", "C", "C", "O", "H", "H", "H", "H", "H", "H", "C", "C", "O", "H", "H", "H", "H", "H", "H", "C", "C", "O", "H", "H", "H", "H", "H", "H", "C", "C", "O", "H", "H", "H", "H", "H", "H", "C", "C", "O", "H", "H", "H", "H", "H", "H", "C", "C", "O", "H", "H", "H", "H", "H", "H", "C", "C", "O", "H", "H", "H", "H", "H", "H", "C", "C", "O", "H", "H", "H", "H", "H", "H", "C", "C", "O", "H", "H", "H", "H", "H", "H", "C", "C", "O", "H", "H", "H", "H", "H", "H", "C", "C", "O", "H", "H", "H", "H", "H", "H", "C", "C", "O", "H", "H", "H", "H", "H", "H", "C", "C", "O", "H", "H", "H", "H", "H", "H", "C", "C", "O", "H", "H", "H", "H", "H", "H", "C", "C", "O", "H", "H", "H", "H", "H", "H", "C", "C", "O", "H", "H", "H", "H", "H", "H", "C", "C", "O", "H", "H", "H", "H", "H", "H", "C", "C", "O", "H", "H", "H", "H", "H", "H", "C", "C", "O", "H", "H", "H", "H", "H", "H", "C", "C", "O", "H", "H", "H", "H", "H", "H", "C", "C", "O", "H", "H", "H", "H", "H", "H"], "coordinates": [[3.5953, -1.0346, 1.5780], [0.8839, 2.2521, -0.3439], [0.1150, 1.1004, 0.4771], [-1.4243, 1.2859, 0.3238], [-1.9815, 0.8052, -0.9383], [-1.6721, -0.6596, -1.0795], [-0.1869, -0.9717, -1.0388], [0.4991, -0.2872, 0.1354], [1.8075, -0.6470, 0.4585], [0.4594, -0.4086, -2.3574], [-0.0822, -2.5020, -0.9889], [0.4532, 1.5318, 1.9387], [0.8698, 3.2728, 0.0381], [0.6381, 2.1887, -1.4040], [1.9200, 1.9378, -0.2186], [-1.5959, 2.3605, 0.2626], [-1.9415, 0.8172, 1.1610], [-1.5939, 1.4173, -1.7527], [-3.0606, 0.9449, -1.0036], [-1.9526, -0.9570, -2.0899], [-2.1917, -1.1053, -0.2313], [0.1342, 0.5963, -2.6269], [0.2623, -1.1008, -3.1760], [1.5365, -0.3224, -2.2143], [-0.6498, -2.8552, -0.1279], [0.9670, -2.7948, -1.0254], [-0.6287, -2.9655, -1.8102], [1.4268, 1.2269, 2.3224], [-0.2651, 1.1074, 2.6402], [0.3912, 2.6126, 2.0652], [5.7556, 1.9413, 3.4093], [6.7938, 1.7694, 4.2800], [7.4287, 0.4346, 4.5479], [8.3342, 0.2586, 5.5126], [7.0394, -0.7198, 3.8695], [5.8283, -0.5980, 3.0105], [5.1465, 0.8448, 2.7674], [4.1503, 0.8561, 2.0202], [5.3346, -1.6301, 2.3887], [7.2977, 2.8733, 4.7915], [5.3574, 2.9210, 3.1903], [7.4624, -1.7129, 3.9049], [-2.2820, -2.6420, 3.7017], [-1.5258, -2.6452, 2.4029], [-0.4445, -1.7799, 2.4665], [-1.7206, -2.8590, 4.6105], [-3.0939, -3.3683, 3.6630], [-2.8006, -1.6984, 3.8707], [-2.1878, -2.4360, 1.5626], [-1.2418, -3.6975, 2.3983], [-0.2366, -1.4347, 1.5951], [0.8399, 3.9043, 4.8770], [-0.6050, 3.5861, 4.6229], [-1.3338, 4.7343, 5.0640], [1.5508, 3.0833, 4.7843], [0.9662, 4.1964, 5.9195], [1.2222, 4.7386, 4.2890], [-1.0756, 2.7361, 5.1169], [-0.8028, 3.3611, 3.5749], [-2.1647, 4.9009, 4.6129], [2.4916, -5.3405, 1.8430], [2.1834, -3.8903, 1.3223], [3.3514, -3.0791, 1.4770], [2.8555, -5.2610, 2.8674], [3.0625, -5.9476, 1.1405], [1.5569, -5.8942, 1.9318], [1.2731, -3.4498, 1.7290], [2.1670, -3.8616, 0.2328], [4.1097, -3.6678, 1.4717], [1.0860, 7.0264, -0.8674], [1.8453, 5.7868, -1.2165], [2.7183, 5.8961, -2.3334], [1.6750, 7.9380, -0.9688], [0.8093, 7.0207, 0.1869], [0.3287, 7.1728, -1.6376], [1.1611, 4.9424, -1.2996], [2.4864, 5.5613, -0.3643], [2.7649, 4.9785, -2.6119], [-1.6995, 1.4784, -5.0985], [-0.5606, 1.8438, -6.0770], [-0.3894, 0.7430, -7.0136], [-1.6966, 2.2488, -4.3274], [-1.4531, 0.5881, -4.5200], [-2.7043, 1.4172, -5.5166], [0.3724, 2.1520, -5.6051], [-0.9257, 2.7437, -6.5719], [-0.0179, 1.0730, -7.8350], [-5.7439, 5.6177, 5.1936], [-5.4040, 5.2135, 3.7523], [-3.9790, 5.3302, 3.6339], [-5.1004, 5.1534, 5.9409], [-6.7683, 5.3994, 5.4956], [-5.5443, 6.6822, 5.3161], [-5.9503, 5.8410, 3.0481], [-5.7913, 4.2127, 3.5613], [-3.6983, 5.1718, 2.7296], [0.2088, -6.2890, -5.6403], [1.4596, -7.0708, -6.0358], [2.5808, -6.2002, -5.8134], [0.2994, -5.2729, -6.0244], [0.1732, -6.1273, -4.5629], [-0.7702, -6.6037, -6.0018], [1.4770, -7.3150, -7.0979], [1.6503, -7.9463, -5.4151], [2.6358, -5.6038, -6.5636], [5.7497, 4.5069, -0.6326], [4.8506, 3.8751, 0.4264], [4.2133, 2.8840, -0.2381], [6.4154, 5.2694, -0.2282], [5.1756, 5.1198, -1.3276], [6.3746, 3.7618, -1.1250], [4.3378, 4.6664, 0.9733], [5.4948, 3.4961, 1.2198], [4.0178, 2.1929, 0.3989], [1.5417, -0.2275, 5.4415], [2.5136, -1.1751, 4.7743], [2.2935, -1.0904, 3.3588], [1.5944, -0.1031, 6.5231], [0.4913, -0.4550, 5.2595], [1.7058, 0.7660, 5.0244], [2.3416, -2.1450, 5.2410], [3.5264, -0.8938, 5.0625], [1.3675, -1.2821, 3.1933], [-0.8453, -6.6123, 3.8011], [-2.0308, -6.3269, 4.6725], [-3.0565, -7.3529, 4.4945], [-1.2668, -6.4091, 2.8167], [-0.3578, -7.5794, 3.9240], [0.0163, -5.9617, 3.9508], [-2.4783, -5.3457, 4.5142], [-1.7759, -6.5516, 5.7081], [-3.2772, -7.4270, 3.5631], [-6.3891, 1.2770, -1.8512], [-6.4698, 2.6359, -2.5324], [-7.7415, 3.0959, -2.5317], [-5.3873, 0.8504, -1.8015], [-6.9913, 0.5439, -2.3879], [-6.6681, 1.3891, -0.8035], [-6.1495, 2.7349, -3.5696], [-5.8202, 3.3655, -2.0489], [-7.6583, 4.0347, -2.3495], [3.5463, 1.9389, -4.8570], [2.9648, 2.0870, -3.4306], [3.4358, 3.2923, -2.9539], [4.6348, 1.8831, -4.8733], [3.2816, 2.7959, -5.4764], [3.2404, 1.0099, -5.3382], [3.3547, 1.3187, -2.7630], [1.8761, 2.0352, -3.4153], [3.9533, 3.1792, -2.1533], [-4.0349, 5.6554, -0.4851], [-2.7365, 4.9552, -0.0859], [-2.4869, 4.7686, 1.2501], [-4.8504, 5.0553, -0.0816], [-4.0615, 5.7336, -1.5720], [-4.0242, 6.6344, -0.0059], [-1.8659, 5.5149, -0.4277], [-2.7394, 3.9520, -0.5123], [-1.9862, 3.9531, 1.3266], [-0.6436, 3.7860, 9.9337], [-0.6718, 4.3122, 8.4634], [-1.1787, 3.3234, 7.6245], [-0.1203, 4.4524, 10.6195], [-0.1703, 2.8220, 10.1202], [-1.6668, 3.8520, 10.3037], [0.3447, 4.5417, 8.1438], [-1.1981, 5.2649, 8.5232], [-1.1412, 3.7221, 6.7520], [5.1253, -2.7108, -1.8368], [4.3759, -1.4352, -1.5823], [4.7267, -1.0620, -0.2814], [6.1937, -2.5136, -1.9249], [4.8711, -3.0842, -2.8288], [4.8657, -3.5690, -1.2170], [3.3008, -1.6131, -1.6037], [4.5948, -0.7241, -2.3789], [5.6547, -0.8164, -0.2919], [-1.2235, -2.6167, -7.1941], [-2.2437, -2.2563, -6.1253], [-3.1988, -3.1289, -5.9211], [-0.8889, -3.6450, -7.0576], [-0.4214, -1.8918, -7.3329], [-1.7425, -2.5811, -8.1519], [-2.6151, -1.2726, -6.4122], [-1.6585, -2.2375, -5.2059], [-3.6779, -2.8167, -5.1500], [-2.5340, -6.3438, -2.1709], [-1.9722, -7.6512, -1.6894], [-2.8851, -8.3964, -0.8731], [-3.4819, -6.6703, -2.5985], [-1.8891, -5.6948, -2.7634], [-3.0137, -5.6653, -1.4654], [-1.1393, -7.4225, -1.0244], [-1.5714, -8.2833, -2.4817], [-3.7084, -8.5978, -1.3239], [-5.3012, -3.3908, 0.8929], [-6.7837, -3.3143, 0.6680], [-7.5216, -4.5670, 0.8802], [-4.8255, -2.4116, 0.9473], [-4.9363, -4.0892, 0.1398], [-4.9913, -3.9039, 1.8032], [-7.0428, -2.9362, -0.3210], [-7.1572, -2.6560, 1.4524], [-7.6352, -4.5939, 1.8331], [2.9938, -2.5299, -5.8175], [2.6363, -2.4998, -7.3148], [2.6529, -3.8792, -7.6624], [3.0559, -1.5711, -5.3028], [4.0437, -2.8222, -5.7987], [2.5425, -3.2152, -5.1000], [3.4254, -1.9658, -7.8442], [1.6927, -2.0122, -7.5597], [1.8913, -3.9845, -8.2373], [1.9328, -5.3965, -2.1004], [2.5889, -6.6939, -2.5203], [3.5985, -6.2384, -3.4163], [2.4449, -4.4836, -1.7962], [1.0258, -5.4828, -1.5021], [1.4476, -4.9921, -2.9888], [1.9314, -7.3031, -3.1405], [2.9541, -7.4099, -1.7840], [3.2157, -6.2209, -4.2965], [-4.5895, 1.6678, 2.2748], [-5.9061, 1.0169, 1.9772], [-6.3373, 0.1475, 2.9846], [-4.0783, 2.0626, 1.3968], [-3.9743, 0.8885, 2.7246], [-4.7193, 2.3922, 3.0789], [-5.8143, 0.3292, 1.1365], [-6.5220, 1.7585, 1.4686], [-7.0643, 0.6093, 3.4088], [0.4757, 9.5634, 3.0619], [-0.1083, 8.1122, 3.2223], [0.9191, 7.2668, 2.6213], [1.5578, 9.5068, 3.1801], [0.1104, 10.2975, 3.7801], [0.3505, 9.9695, 2.0581], [-1.1117, 8.0235, 2.8060], [-0.1801, 7.8321, 4.2732], [0.7716, 6.3252, 2.7368], [8.6890, 1.5903, 0.8873], [7.5708, 1.0936, -0.0039], [7.4166, -0.3319, 0.1618], [8.1519, 1.7424, 1.8235], [9.0134, 2.5768, 0.5563], [9.5113, 0.8940, 1.0522], [7.7071, 1.1169, -1.0851], [6.6956, 1.6041, 0.3979], [8.2985, -0.7110, 0.1612], [-5.2435, -2.9235, -2.7107], [-6.1899, -2.1188, -3.6776], [-5.4492, -1.2587, -4.4990], [-4.5179, -2.3719, -2.1131], [-4.5871, -3.4068, -3.4344], [-5.6825, -3.6666, -2.0450], [-6.8443, -1.5578, -3.0105], [-6.9480, -2.6617, -4.2422], [-6.1197, -0.6573, -4.8311]], "homo_ev": -4.57, "charge": -1, "orbital_gap_ha": 0.2151}